[1]
{"formula": "C54H126N6O12", "method": "ωB97M-V with the def2-TZVPD basis set", "species": ["O", "O", "O", "O", "O", "O", "O", "O", "O", "O", "O", "O", "N", "N", "N", "N", "N", "N", "C", "C", "C", "C", "C", "C", "C", "C", "C", "C", "C", "C", "C", "C", "C", "C", "C", "C", "C", "C", "C", "C", "C", "C", "C", "C", "C", "C", "C", "C", "C", "C", "C", "C", "C", "C", "C", "C", "C", "C", "C", "C", "C", "C", "C", "C", "C", "C", "C", "C", "C", "C", "C", "C", "H", "H", "H", "H", "H", "H", "H", "H", "H", "H", "H", "H", "H", "H", "H", "H", "H", "H", "H", "H", "H", "H", "H", "H", "H", "H", "H", "H", "H", "H", "H", "H", "H", "H", "H", "H", "H", "H", "H", "H", "H", "H", "H", "H", "H", "H", "H", "H", "H", "H", "H", "H", "H", "H", "H", "H", "H", "H", "H", "H", "H", "H", "H", "H", "H", "H", "H", "H", "H", "H", "H", "H", "H", "H", "H", "H", "H", "H", "H", "H", "H", "H", "H", "H", "H", "H", "H", "H", "H", "H", "H", "H", "H", "H", "H", "H", "H", "H", "H", "H", "H", "H", "H", "H", "H", "H", "H", "H", "H", "H", "H", "H", "H", "H", "H", "H", "H", "H", "H", "H", "H", "H", "H", "H", "H", "H"], "positions_angstrom": [[-4.12899, 3.66037, 7.80472], [-1.50687, -5.16349, 0.03097], [-0.49851, -4.37840, 3.79219], [-6.93588, 2.98132, -2.89633], [-0.24857, 2.41055, -7.28942], [5.70977, -2.00445, 2.70026], [-0.95622, -2.55493, 1.75532], [7.67794, 2.14415, 1.30776], [4.16883, -3.35603, 4.29387], [2.82793, -5.77361, 1.17774], [-1.22623, -2.26487, 5.96293], [4.06648, -5.99472, -5.68590], [-4.38588, 2.34919, 7.62761], [-0.58350, 1.37488, -6.32037], [3.86636, -5.36215, -4.52577], [-6.34881, 3.22518, -1.65684], [6.78862, 2.35321, 0.33029], [-0.28290, -1.36057, 1.94070], [1.71706, 1.19410, -5.60975], [-2.00861, -0.42518, 3.47026], [-4.78838, 1.19858, -1.77662], [-2.23295, -0.18332, 0.88925], [-3.76313, 1.71340, 9.92480], [6.31252, -4.55036, -4.45142], [2.97371, -4.15752, -4.65111], [-3.72114, -0.44998, 6.78382], [1.64563, 0.06158, 1.27113], [-6.19827, 2.48307, 5.95023], [-2.04166, 1.08035, -6.24496], [-7.33397, 2.94783, -0.56646], [0.28706, 1.44557, -5.14421], [-1.24786, -0.22929, 2.11265], [5.93142, 1.74921, -1.92993], [0.69028, 1.30354, 1.23072], [-4.75489, 1.89307, 6.23426], [-3.47345, 1.47396, 8.45086], [3.51561, -3.10248, -5.62775], [5.54409, -6.65161, -3.39837], [-1.96848, 1.77139, 8.14281], [-2.93481, 2.28749, -6.12562], [-6.64667, 3.24762, 0.80069], [-4.03119, 3.42209, -2.55783], [-1.52989, 0.28053, -3.78429], [0.72708, -1.62408, -0.38057], [-3.64736, 2.46759, 5.30065], [-4.93087, 2.75626, -1.58428], [6.97592, -0.08236, -0.57001], [5.14409, -5.24865, -3.71441], [-0.47513, 1.08163, 2.21949], [0.92147, -1.30116, 1.12648], [-2.42977, 0.36889, -7.51877], [-0.09081, 0.35228, -4.10910], [-7.81632, 1.44564, -0.66596], [2.67588, -3.64887, -3.24840], [4.56277, 1.88971, -1.45027], [3.91761, -3.37486, -2.46035], [-8.43409, 4.01849, -0.60914], [0.32472, 2.77432, -4.42727], [4.83492, 1.56907, 1.73910], [-4.84610, 0.35369, 6.08234], [4.46055, 2.93308, -0.35636], [-4.39641, 3.14704, -0.22090], [8.44510, 1.93041, -1.44603], [1.85747, -2.33289, 1.73615], [5.42306, 2.65910, 0.78884], [1.54631, -4.66546, -5.16377], [5.40039, 3.90847, 1.63328], [-3.62644, -0.08091, 8.21450], [4.75604, -4.65356, -2.29320], [-5.18064, 2.71754, 1.00483], [-2.31059, 0.06170, -5.06379], [7.05854, 1.48271, -0.86197], [4.65534, -7.22922, -3.14421], [2.05467, -4.31808, -2.65314], [-1.78254, -0.47543, -7.75608], [5.52906, 1.22189, 2.50443], [-8.06733, 4.97835, -0.24546], [0.19915, -0.67166, -4.34486], [-3.42059, -0.06247, -7.37631], [2.20636, -2.66918, -3.33712], [5.80660, 0.87215, -2.56498], [6.30256, -1.91540, 3.44652], [-5.84001, 0.01947, 6.37991], [-4.97090, 3.92007, 8.18594], [6.41348, -4.73818, -5.52036], [-3.00598, 1.20727, 10.52368], [3.87130, 2.13943, -2.25500], [7.81733, -0.37337, 0.05884], [4.31133, -2.40544, -5.36496], [-0.61615, -3.03252, 2.51549], [-5.43724, 0.89281, -2.59733], [-2.49375, 0.95253, -8.43713], [5.65417, -4.18685, -1.88866], [-2.06500, -2.45209, 6.38441], [-5.19156, 1.62802, 1.03495], [-0.34889, -5.12612, 3.21360], [3.61269, -3.63983, -6.57111], [4.32169, -5.26478, -1.50210], [8.37845, 2.76027, 1.08135], [-1.70922, 2.70763, 8.63711], [7.26520, -4.77946, -3.97390], [4.55534, 0.58364, 1.36642], [4.55124, 3.91767, -0.81511], [-4.25226, 4.48785, -2.49973], [5.94513, 4.63384, 1.02899], [-6.65941, 4.32289, 0.97884], [4.42435, 4.36868, 1.78708], [6.38357, -6.66338, -2.70323], [-2.72684, -0.61136, 8.52665], [-2.84120, 0.23258, 3.71978], [-0.07050, 1.86484, -8.05890], [-1.29432, 1.04457, 8.59597], [2.91882, -2.24936, 1.50232], [-2.65890, -1.16248, 0.67032], [-2.79092, -0.28220, 6.24103], [-0.04445, 1.13264, 3.21949], [3.59925, -2.96454, -1.50203], [0.90336, 2.76018, -3.50364], [-3.84787, 0.96674, -2.27641], [3.42812, 2.97153, -0.00894], [-4.82529, 0.04977, 5.03578], [-4.78890, 0.52660, -0.91840], [-6.44613, 2.61057, 4.89648], [0.29247, 0.65872, -3.13581], [2.70154, -2.37865, -5.66618], [-7.17335, 0.75480, -1.21132], [1.81142, 0.45992, -6.40985], [-4.81769, 1.50898, 10.10972], [3.41415, -6.45307, 0.84470], [0.31316, -4.29620, 4.29286], [-3.96240, -1.51291, 6.77673], [2.32829, 0.84295, -4.77837], [4.99315, -2.54866, 3.02663], [2.39389, 0.08452, 0.47886], [1.42791, -3.32742, 1.61583], [-1.37320, -2.46203, 5.03786], [1.56267, -1.44810, -1.05802], [-3.36393, 3.51644, 5.38830], [-7.88705, 0.89453, 0.27179], [7.20908, -0.60966, -1.49505], [1.30543, -4.41470, -6.19682], [-8.79979, 1.32689, -1.12071], [-1.37146, -4.24395, 0.25981], [-2.68027, 2.83941, -5.22081], [0.72169, -4.25279, -4.58255], [-6.33713, 3.43257, 6.46718], [1.74897, -2.25651, 2.81804], [-8.69086, 4.07781, -1.66679], [-3.36259, 2.86961, -0.01511], [8.70274, 1.45451, -2.39220], [-4.02964, 3.00364, -3.56432], [-1.91273, 1.23775, -3.43036], [0.43547, -2.67158, -0.45669], [6.16356, 2.65444, -2.49097], [3.57136, -2.82398, 4.81940], [-1.67511, 0.14261, 0.01138], [-1.80040, 1.96713, 7.08378], [1.52468, -5.75435, -5.11967], [-1.24936, -0.44530, 4.25206], [-2.43118, -1.42993, 3.47358], [-3.69753, 2.74733, 10.26357], [-0.68445, 3.08037, -4.15160], [3.92673, 2.01218, 2.14767], [0.31348, 1.48836, 0.22476], [-6.83885, 3.81921, -3.35472], [6.24070, -3.46594, -4.36793], [3.71682, -4.19345, 4.19069], [-2.99291, 3.28722, -2.25469], [2.25840, 2.10341, -5.87095], [0.71243, 3.65460, -4.93999], [4.40274, 0.85982, -1.13117], [-1.70968, -0.48524, -3.02972], [-2.08346, -0.97331, -5.31924], [5.81909, 3.89041, 2.63949], [-4.71302, 3.08793, 1.91710], [-2.81693, 2.92366, -7.00282], [-2.76625, 1.84885, 5.47065], [1.16560, 2.23650, 1.53364], [2.20749, 0.18240, 2.19731], [9.20272, 1.68040, -0.70332], [8.37855, 2.99600, -1.66552], [4.55261, -2.60912, -2.90591], [-1.19429, 1.89973, 2.17916], [-3.37393, -0.04923, -4.85144], [-7.22603, 2.80080, 1.60865], [-3.93644, 2.28414, 4.26581], [4.53155, -5.30605, -6.16658], [-3.09129, 0.48106, 0.98889], [-4.38625, -0.52380, 8.85843], [2.13033, -5.71732, 0.52474], [5.91926, -7.10087, -4.31789], [-9.33784, 3.75257, -0.06083], [6.01703, -0.43812, -0.19308], [-3.98481, 2.04478, -5.96225], [-0.74274, -5.39438, -0.49727], [-0.02898, -0.92863, -0.74500], [-7.00305, 1.90543, 6.40495], [-4.29572, 4.22572, -0.10084]], "charge": -1, "e_homo_ha": [-0.002, -0.221], "multiplicity": 2, "de_lowest_kcal_mol": 0.0, "gap_ev": [1.9, 7.9], "total_energy_ha": -3364.082542, "s_squared": 0.751}

[2]
{"formula": "C6H10O", "method": "ωB97M-V with the def2-TZVPD basis set", "species": ["O", "C", "C", "C", "C", "C", "C", "H", "H", "H", "H", "H", "H", "H", "H", "H", "H"], "positions_angstrom": [[0.86470, -1.18995, 1.65172], [-2.56384, -0.14085, -2.25734], [-1.71015, 0.49136, -1.25611], [0.45399, 0.45410, 0.05107], [1.16449, 0.03484, 1.12860], [2.46487, 0.72939, 1.39362], [-0.70381, -0.16954, -0.63624], [-3.52359, -0.43432, -1.84357], [-0.57994, -1.19858, -1.00087], [2.94784, 0.48330, 2.34584], [-2.08249, 1.36554, -0.71201], [-2.05942, -1.03229, -2.66825], [3.13588, 0.40588, 0.59022], [2.34042, 1.81967, 1.32171], [-2.74714, 0.52464, -3.10915], [0.42654, -1.69247, 0.96112], [0.78699, 1.37044, -0.42336]], "charge": 0, "e_homo_ha": -0.296, "smiles": "C/C=C/C=C(/C)O", "de_lowest_kcal_mol": 33.0, "gap_ev": 9.0, "total_energy_ha": -309.789799}

[3]
{"formula": "C3H11NOSi", "method": "ωB97M-V with the def2-TZVPD basis set", "species": ["Si", "O", "N", "C", "C", "C", "H", "H", "H", "H", "H", "H", "H", "H", "H", "H", "H"], "positions_angstrom": [[0.54784, 0.01554, 0.83654], [1.50716, 0.03768, -0.37348], [-0.99108, 0.11238, 0.15809], [-1.41688, -0.87212, -0.81935], [2.86180, -0.13610, -0.48061], [-2.00255, 1.05830, 0.45569], [3.13124, -0.31779, -1.45505], [-1.54308, 1.99573, 0.75058], [3.34256, 0.74597, -0.16783], [-2.59668, 1.07989, -0.44395], [0.68251, -1.24426, 1.59489], [0.56947, 1.08712, 1.86879], [-2.54565, -1.03265, -0.90023], [-2.76400, 0.81707, 1.18784], [-0.85304, -1.74435, -0.50590], [-1.08442, -0.61275, -1.85216], [3.15480, -0.98966, 0.14615]], "charge": 0, "e_homo_ha": -0.306, "smiles": "CO[SiH2]N(C)C", "de_lowest_kcal_mol": 6.5, "gap_ev": 9.2, "total_energy_ha": -540.381053}

[4]
{"formula": "C6H9AlBF4I2O6S", "method": "ωB97M-V with the def2-TZVPD basis set", "species": ["I", "I", "S", "Al", "F", "F", "F", "F", "O", "O", "O", "O", "O", "O", "C", "C", "C", "C", "C", "C", "B", "H", "H", "H", "H", "H", "H", "H", "H", "H"], "positions_angstrom": [[-0.87767, 2.10565, -1.48717], [1.83462, 2.96994, 0.57899], [-0.31384, -0.91362, -3.57466], [-1.77362, 3.77479, 2.98232], [-2.45504, 3.10193, 1.55680], [-2.89564, 3.63745, 4.27576], [-1.40381, 5.43136, 2.71344], [-0.33048, 2.92538, 3.38176], [-2.37036, -0.62070, 0.61741], [-1.19376, -1.50281, -4.49677], [-0.90547, -0.87262, -2.08028], [0.91612, -1.92092, -3.26436], [0.22792, 0.29860, -4.04807], [-1.21263, -1.65954, 2.35391], [1.37504, -1.53402, -1.94897], [0.19624, -0.89626, -1.11978], [0.42876, 0.58787, -0.73376], [-0.17297, -1.88607, -0.00778], [1.43005, 0.94492, 0.04137], [2.43699, -0.04784, 0.62531], [-1.29056, -1.35528, 1.00861], [-3.11255, -0.93366, 1.15986], [3.09517, 0.42904, 1.35210], [-0.49911, -2.81830, -0.49677], [-0.53463, -2.33213, 2.50913], [1.60263, -2.47844, -1.44791], [0.69038, -2.17629, 0.60434], [2.25917, -0.90522, -2.07867], [1.85371, -0.78904, 1.18499], [2.99533, -0.56417, -0.16113]], "charge": -1, "e_homo_ha": -0.228, "gap_ev": 8.1, "total_energy_ha": -2346.250543}

[5]
{"formula": "C21H53N3O7", "method": "ωB97M-V with the def2-TZVPD basis set", "species": ["O", "O", "O", "O", "O", "O", "O", "N", "N", "N", "C", "C", "C", "C", "C", "C", "C", "C", "C", "C", "C", "C", "C", "C", "C", "C", "C", "C", "C", "C", "C", "H", "H", "H", "H", "H", "H", "H", "H", "H", "H", "H", "H", "H", "H", "H", "H", "H", "H", "H", "H", "H", "H", "H", "H", "H", "H", "H", "H", "H", "H", "H", "H", "H", "H", "H", "H", "H", "H", "H", "H", "H", "H", "H", "H", "H", "H", "H", "H", "H", "H", "H", "H", "H"], "positions_angstrom": [[-30.75166, -13.73315, 13.46751], [-21.04287, -9.27545, 12.36414], [-24.06381, -17.08197, 4.03042], [-26.39453, -19.32656, -0.45955], [-25.08510, -7.01052, 16.47018], [-25.63215, -14.02913, 14.68789], [-28.92794, -13.98120, -1.33787], [-23.06191, -8.40768, 14.49704], [-27.99981, -16.70960, -0.82255], [-28.46635, -14.74984, 15.36949], [-26.46404, -14.98135, 13.94939], [-24.80342, -6.40535, 15.17820], [-26.05668, -20.63561, 0.13301], [-29.64113, -13.89567, 15.69688], [-27.49683, -14.26729, -1.01894], [-22.04563, -10.01452, 11.79555], [-27.26202, -15.70050, -1.54701], [-25.21178, -18.63698, 5.45310], [-30.89462, -14.01648, 14.84574], [-22.80146, -17.91688, 5.88846], [-24.25360, -7.56301, 14.19869], [-23.85539, -18.24553, 4.82289], [-21.76354, -7.85312, 14.20301], [-26.45701, -7.32926, 16.61377], [-24.32468, -14.45454, 15.03671], [-31.70472, -14.22839, 12.60975], [-27.77050, -19.04187, -0.51693], [-29.21401, -12.71746, -0.76640], [-28.12568, -17.96695, -1.50509], [-21.34444, -7.94619, 12.72815], [-27.96299, -14.49778, 14.02499], [-25.32987, -19.69523, 5.22017], [-26.02903, -14.84395, 12.95943], [-22.13123, -7.50096, 12.11918], [-27.72336, -14.22053, 15.80294], [-21.96864, -17.46285, 5.35147], [-24.85472, -17.27799, 3.52282], [-23.47344, -19.15029, 4.35000], [-24.98026, -20.80558, 0.15631], [-29.11153, -18.01386, -1.96769], [-26.50727, -20.65526, 1.12532], [-31.41794, -13.84948, 11.62878], [-28.59611, -12.01261, -1.32272], [-25.06515, -8.25773, 13.98221], [-26.65831, -8.14419, 15.91844], [-25.22466, -18.61607, 6.54282], [-23.98880, -5.68129, 15.19283], [-23.17627, -9.36074, 14.18286], [-29.22743, -12.89012, 15.62065], [-30.29799, -12.60592, -0.79216], [-29.02796, -12.65405, 0.30572], [-21.66167, -11.02180, 11.95698], [-26.20022, -15.94006, -1.48970], [-27.33507, -18.01749, -2.25374], [-23.08348, -17.06938, 6.51321], [-28.93913, -16.37413, -0.66368], [-21.06144, -8.46069, 14.77397], [-26.29670, -16.02698, 14.20780], [-27.90949, -18.83555, 0.54430], [-22.57131, -18.85161, 6.39974], [-28.07078, -13.45850, 13.71458], [-27.58395, -15.67910, -2.58816], [-20.42119, -7.40321, 12.52601], [-23.49390, -14.20693, 14.37596], [-31.64385, -13.40244, 15.34544], [-26.72872, -13.66748, -1.50715], [-32.68732, -13.88352, 12.93169], [-23.95579, -14.00632, 15.95926], [-27.27846, -14.30797, 0.04819], [-28.50170, -15.03275, 13.24288], [-24.29970, -15.53060, 15.20864], [-31.28718, -15.03103, 14.91417], [-26.59430, -21.42613, -0.39058], [-26.16219, -18.22355, 5.11561], [-29.78095, -14.15056, 16.74740], [-23.97072, -7.06604, 13.27073], [-27.08084, -6.48087, 16.33241], [-21.61460, -6.85081, 14.60464], [-31.73458, -15.31492, 12.52809], [-22.10097, -9.79457, 10.72941], [-25.68307, -5.93534, 14.73838], [-26.65558, -7.67172, 17.62936], [-28.29363, -19.96540, -0.76501], [-23.05897, -9.99355, 12.19654]], "charge": 0, "e_homo_ha": -0.301, "smiles": "COCCNCCOC.COCCNCCOC.COCCNCCOC.CC(C)O", "de_lowest_kcal_mol": 69.4, "gap_ev": 8.9, "total_energy_ha": -1522.578292}

[6]
{"formula": "C9H20Cl3NSi", "method": "ωB97M-V with the def2-TZVPD basis set", "species": ["Cl", "Cl", "Cl", "Si", "N", "C", "C", "C", "C", "C", "C", "C", "C", "C", "H", "H", "H", "H", "H", "H", "H", "H", "H", "H", "H", "H", "H", "H", "H", "H", "H", "H", "H", "H"], "positions_angstrom": [[-1.10883, -5.03883, 2.81075], [-2.66456, -5.38952, 0.37349], [-3.94878, -4.39267, 2.79020], [-1.79386, 2.68940, -0.28251], [-1.91544, -0.66843, 1.22959], [4.21424, -0.23157, 0.32522], [-1.94960, -0.31521, -0.11776], [-2.69884, 1.03468, -0.67112], [-1.11868, -1.34998, -1.13552], [0.01594, 2.49913, 0.35591], [-2.45385, -4.41689, 1.83939], [3.30517, 0.35222, -0.92282], [2.53991, 1.78580, -0.52680], [0.93867, 1.43772, -0.48657], [-0.54699, -2.20205, -0.52569], [2.69599, 2.55120, -1.42408], [-2.88286, 0.95754, -1.84023], [0.44602, 1.31265, -1.55023], [-2.66010, 3.48351, 0.62432], [0.83994, 0.39198, 0.08011], [-3.77890, 1.04633, -0.17009], [0.54219, 3.56190, 0.24045], [0.01584, 2.26798, 1.52575], [-2.21848, -3.39189, 1.54167], [3.89153, 0.46201, -1.92987], [-2.43126, 0.05646, 1.77635], [2.88597, 2.20744, 0.50919], [-1.74211, 3.46319, -1.54902], [-1.81164, -1.79652, -1.96788], [4.97213, -1.04719, -0.03759], [2.46451, -0.46919, -1.11698], [4.74115, 0.67587, 0.85373], [3.47070, -0.76248, 1.09326], [-0.25511, -0.76460, -1.71462]], "charge": 0, "e_homo_ha": -0.377, "smiles": "[H]/N=C(/C)C[SiH2]CCCCC.ClC(Cl)Cl", "gap_ev": 10.9, "total_energy_ha": -2079.580521}

| no. | molar mass (g mol⁻¹) |
| --- | --- |
| 1 | 1051.6 |
| 2 | 98.1 |
| 3 | 105.2 |
| 4 | 576.8 |
| 5 | 459.7 |
| 6 | 276.7 |